[1]
C45H40N7O12S2Ta | ωB97M-V/def2-TZVPD

```
107
Properties=species:S:1:pos:R:3:lowdin_charge:R:1
Ta 0.0882 -0.3977 0.0869 2.16
O -3.2070 2.1921 -0.9198 0.18
C -2.0160 1.7223 -0.7364 -0.43
O -1.7047 0.5460 -0.8816 -0.03
C -0.9785 2.7120 -0.3563 -0.15
C -1.2032 4.0673 -0.5158 0.07
C -0.1509 4.9298 -0.2761 0.03
C 1.0582 4.3873 0.1198 0.04
C 1.1855 3.0150 0.2995 -0.12
N 0.1708 2.1722 0.0689 0.12
C 2.5188 2.4181 0.6823 -0.43
O 3.3902 3.1900 1.3251 0.18
O 2.8018 1.2907 0.3999 0.10
H -3.9019 1.4981 -1.1097 0.06
H -2.1753 4.4198 -0.8277 0.14
H -0.2632 5.9968 -0.4094 0.14
H 1.9100 5.0413 0.2488 0.13
H 3.0590 4.0732 1.5283 0.12
C 6.2218 -3.4634 -2.5340 -0.03
C 4.9804 -2.6267 -2.6471 -0.25
C 4.0285 -2.8872 -3.6326 -0.01
C 2.8652 -2.1429 -3.7156 -0.04
C 2.6523 -1.1225 -2.7936 -0.29
C 3.6075 -0.8046 -1.8367 -0.04
C 4.7653 -1.5598 -1.7747 -0.01
S 1.0975 -0.3289 -2.7890 0.67
O 1.1435 0.8582 -1.9124 -0.34
O 0.5919 -0.2497 -4.1161 -0.22
N 0.1338 -1.1781 -1.8170 -0.30
C -0.6168 -2.3173 -2.0465 -0.42
C -0.6215 -3.1376 -3.1650 0.00
C -1.3436 -4.3130 -3.0580 -0.03
C -2.0394 -4.6042 -1.8878 -0.04
C -2.0095 -3.6856 -0.8553 -0.09
N -1.3042 -2.5591 -0.9384 0.08
H 6.0646 -4.4613 -2.9402 0.08
H 6.5392 -3.5488 -1.4950 0.08
H 7.0417 -3.0055 -3.0910 0.10
H 4.2019 -3.6837 -4.3455 0.13
H 2.1410 -2.3394 -4.4946 0.11
H 3.4522 0.0195 -1.1574 0.09
H 5.5179 -1.3149 -1.0346 0.13
H -0.0822 -2.8706 -4.0620 0.11
H -1.3520 -5.0107 -3.8848 0.12
H -2.5987 -5.5221 -1.7819 0.12
H -2.5498 -3.8491 0.0687 0.12
C 10.8994 -7.6111 4.6417 -0.05
O 10.2431 -6.6827 5.4995 -0.05
C 9.2161 -5.9735 5.0139 -0.27
C 8.5541 -5.1534 5.9330 0.02
C 7.4660 -4.4177 5.5309 -0.01
C 7.0361 -4.4576 4.2017 -0.27
C 7.7159 -5.2542 3.2798 -0.01
C 8.7911 -6.0197 3.6785 0.00
N 5.8854 -3.7102 3.9174 0.08
N 5.5274 -3.6626 2.7216 0.07
C 4.4027 -2.8223 2.5361 -0.18
C 4.2058 -1.6653 3.2544 0.02
C 3.1402 -0.7922 2.9629 0.05
C 2.3007 -1.1108 1.9399 -0.27
O 1.2388 -0.3742 1.5234 -0.24
C 2.4838 -2.2546 1.1672 -0.16
N 1.6004 -2.4106 0.1426 0.08
C 1.7380 -3.4935 -0.6015 -0.07
C 2.7360 -4.4532 -0.3798 0.00
C 3.6353 -4.2817 0.6400 0.04
C 3.5284 -3.1405 1.4554 -0.07
H 11.6353 -8.1143 5.2596 0.10
H 11.4025 -7.0964 3.8213 0.10
H 10.1922 -8.3426 4.2471 0.10
H 8.9107 -5.1289 6.9533 0.13
H 6.9329 -3.7870 6.2302 0.12
H 7.3726 -5.2857 2.2550 0.10
H 9.2929 -6.6526 2.9623 0.11
H 4.8960 -1.4313 4.0521 0.12
H 2.9824 0.1065 3.5439 0.14
H 1.0494 -3.6276 -1.4200 0.10
H 2.7782 -5.3205 -1.0229 0.12
H 4.4265 -4.9965 0.8218 0.13
C -5.9613 -3.6627 -4.9506 -0.03
C -5.7832 -2.8561 -3.6958 -0.25
C -6.5463 -3.1164 -2.5659 -0.01
C -6.4040 -2.3504 -1.4175 -0.03
C -5.4752 -1.3215 -1.4065 -0.29
C -4.6898 -1.0439 -2.5229 -0.05
C -4.8482 -1.8154 -3.6546 -0.02
S -5.4986 -0.1998 -0.0638 0.71
O -6.6419 -0.4940 0.7376 -0.24
O -5.3001 1.1309 -0.6081 -0.28
N -4.1206 -0.3851 0.8479 -0.12
C -4.1312 -1.3220 1.9928 -0.17
C -2.9120 -0.9520 2.8432 -0.05
C -1.7086 -0.7596 1.9871 -0.59
O -1.0196 -1.7127 1.5241 -0.05
O -1.3392 0.3999 1.6263 -0.07
H -6.8170 -4.3305 -4.8777 0.08
H -5.0754 -4.2685 -5.1503 0.09
H -6.1052 -3.0107 -5.8123 0.09
H -7.2922 -3.9008 -2.5928 0.12
H -7.0315 -2.5148 -0.5522 0.12
H -3.9971 -0.2128 -2.5147 0.11
H -4.2589 -1.5966 -4.5366 0.12
H -3.9197 0.5601 1.1676 0.11
H -4.0765 -2.3498 1.6323 0.12
H -5.0335 -1.2252 2.5971 0.13
H -2.7079 -1.7430 3.5638 0.14
H -3.1168 -0.0200 3.3692 0.14
```

Output
- Orbital gap: 5.358 eV
- HOMO: -11.68 eV
- Total charge: +2
- Electronic energy: -105527.23759 eV

=====

[2]
C30H56BCl4N4O34 | ωB97M-V/def2-TZVPD

```
129
Properties=species:S:1:pos:R:3:lowdin_charge:R:1
O 2.1236 0.0299 -0.5872 0.05
C 1.1984 -0.5581 0.0760 -0.23
O -0.0757 -0.1386 0.2770 0.21
B -0.8102 -1.0199 1.1478 -0.96
O 0.0509 -2.1828 1.3142 0.23
C 1.2438 -1.9662 0.7547 -0.27
O 2.2280 -2.7394 0.6498 0.10
O -2.1792 -1.2871 0.6406 0.21
C -3.1031 -0.9212 1.5365 -0.34
O -4.3587 -0.9374 1.3878 0.09
C -2.3283 -0.2882 2.6724 -0.33
O -1.0482 -0.3877 2.4350 0.24
O -2.8821 0.3041 3.6540 0.05
Cl -5.5498 -1.0200 5.2351 0.62
C -4.5200 -2.3842 4.8992 -0.67
C -5.3005 -3.6516 5.2429 -0.68
Cl -6.7266 -3.8191 4.2389 0.55
H -3.6933 -2.3245 5.6071 0.06
H -4.1874 -2.3515 3.8618 0.05
H -5.7089 -3.5110 6.2437 0.05
H -4.7568 -4.5941 5.1789 0.07
Cl -2.4810 -4.6910 2.0935 0.65
C -0.9189 -5.2184 2.5308 -0.74
C -0.1301 -5.7728 1.3257 -0.57
Cl 1.4805 -6.2088 2.0498 0.59
H -0.9709 -5.9016 3.3785 0.07
H -0.5424 -4.2966 2.9742 0.03
H 0.1246 -4.9879 0.6135 0.05
H -0.4910 -6.7140 0.9110 0.05
C -0.8958 -0.3988 5.8029 0.04
N -0.0065 -1.3820 5.1702 -0.45
O 1.0736 -0.9620 4.9120 0.08
O -0.3418 -2.5230 4.8563 0.05
H -0.8570 0.5728 5.3102 0.10
H -0.5568 -0.3549 6.8379 0.11
H -1.9101 -0.7650 5.6445 0.07
C -5.1506 2.3961 4.6480 0.01
N -4.4464 3.4943 3.8673 -0.43
O -4.0824 4.4658 4.5338 0.03
O -4.2786 3.4054 2.6946 0.07
H -6.1045 2.7269 5.0589 0.09
H -4.6260 2.1111 5.5599 0.09
H -5.5088 1.5994 3.9959 0.06
C -3.4262 1.7174 -0.6801 0.07
N -2.9675 3.0744 -1.1334 -0.39
O -3.4700 3.6572 -2.0939 0.06
O -2.0888 3.6671 -0.5151 0.03
H -4.3668 1.8287 -0.1408 0.10
H -2.6911 1.3067 0.0121 0.08
H -3.3292 0.9991 -1.4942 0.12
C 4.6568 -4.6097 0.6092 0.03
N 4.6203 -4.2896 2.0922 -0.42
O 4.9554 -3.1461 2.3755 0.04
O 4.3459 -5.1594 2.9106 0.02
H 3.6402 -4.7894 0.2594 0.04
H 5.2168 -5.5421 0.5371 0.10
H 5.0284 -3.6943 0.1488 0.10
C -8.4362 4.5888 -1.0490 -0.04
O -7.7510 3.3983 -1.4293 0.00
C -7.8075 2.2544 -0.7695 -0.58
O -8.8607 1.8920 -0.2321 0.09
O -6.7296 1.4651 -0.9620 -0.03
C -6.8467 0.0111 -0.5612 0.01
H -9.5137 4.4815 -1.1738 0.09
H -8.0104 5.5087 -1.4498 0.10
H -8.4324 4.7349 0.0311 0.09
H -7.1583 -0.1341 0.4731 0.09
H -5.8780 -0.4879 -0.5861 0.07
H -7.5880 -0.4705 -1.1990 0.09
C 5.2816 1.3474 -0.4584 -0.06
O 6.3048 1.9105 -1.2107 -0.04
C 6.3015 3.2470 -1.6261 -0.47
O 5.5175 4.1235 -1.3630 0.13
O 7.2400 3.4397 -2.6408 -0.04
C 8.3921 2.7075 -2.8566 -0.07
H 5.3836 0.3539 -0.8951 0.11
H 4.2990 1.6575 -0.8140 0.09
H 5.4391 1.3093 0.6195 0.10
H 9.0438 2.7493 -1.9839 0.11
H 8.7561 3.0734 -3.8167 0.10
H 8.0596 1.7123 -3.1518 0.09
C 3.7557 -0.3386 -3.8361 -0.03
O 2.7919 -0.1454 -4.8508 -0.04
C 2.9682 0.6463 -5.9350 -0.50
O 4.0013 1.2917 -6.1131 0.10
O 1.7215 0.7123 -6.5557 -0.02
C 1.5644 1.7584 -7.4760 -0.07
H 3.2552 -0.6707 -2.9265 0.07
H 4.2562 0.5979 -3.5903 0.09
H 4.3560 -1.1199 -4.3024 0.11
H 0.5023 1.7699 -7.7205 0.10
H 2.1671 1.6608 -8.3789 0.10
H 1.7328 2.7397 -7.0323 0.09
C 3.5867 4.2183 -4.2872 0.00
O 2.4387 3.6956 -3.6111 -0.02
C 1.8153 4.2986 -2.5656 -0.46
O 2.1047 5.4225 -2.1409 0.20
O 0.8681 3.4711 -2.0192 -0.01
C 0.4980 2.1968 -2.6142 0.00
H 4.5202 4.1736 -3.7262 0.08
H 3.4051 5.2292 -4.6522 0.11
H 3.7145 3.4380 -5.0375 0.08
H 0.4947 2.1513 -3.7032 0.10
H -0.4692 1.8569 -2.2441 0.09
H 1.2373 1.4187 -2.4243 0.08
C 4.7733 3.7118 1.9957 -0.04
O 3.6019 3.0253 1.9031 0.07
C 2.6151 3.4946 1.2049 -0.44
O 2.5717 4.5257 0.4690 0.32
O 1.6033 2.6431 1.3897 0.08
C 0.2577 2.9368 1.0563 -0.01
H 4.7065 4.5545 2.6838 0.13
H 5.2788 3.7769 1.0322 0.09
H 5.3024 2.9108 2.5120 0.11
H -0.0439 3.9676 1.2419 0.12
H -0.3778 2.3364 1.7074 0.11
H -0.0128 2.6619 0.0368 0.06
C 2.4930 -3.9591 -2.2655 -0.02
O 1.1094 -4.3262 -2.3501 -0.02
C 0.6560 -5.5741 -2.1946 -0.51
O 1.4434 -6.5236 -2.1375 0.09
O -0.7362 -5.5860 -1.9606 -0.04
C -1.4010 -6.8169 -1.6507 -0.06
H 2.8040 -4.0071 -3.3091 0.10
H 3.0596 -4.5757 -1.5678 0.07
H 2.5953 -2.8796 -2.1550 0.08
H -0.7838 -7.4391 -1.0027 0.08
H -1.4907 -7.3994 -2.5677 0.09
H -2.4377 -6.6719 -1.3467 0.10
```

Output
- Orbital gap (alpha / beta): 9.869 / 3.407 eV
- HOMO (alpha / beta): -10.18 / -10.18 eV
- Electronic energy: -158344.70527 eV
- 2S+1: 2

=====

[3]
C4H11NO2 | ωB97M-V/def2-TZVPD

```
18
Properties=species:S:1:pos:R:3:lowdin_charge:R:1
C 0.7252 -1.6273 0.5435 -0.04
C 0.3127 -0.1771 0.3696 -0.35
C 0.9951 0.4655 -0.8069 -0.15
O 2.4685 0.4372 -0.3510 -0.12
N -1.0679 -0.0336 -0.1864 -0.25
C -1.6763 1.2828 -0.1480 -0.08
O -1.9516 -0.9504 0.4183 -0.06
H 0.5577 -2.1804 -0.3775 0.09
H 1.7873 -1.6552 0.7683 0.08
H 0.1457 -2.1036 1.3312 0.07
H 0.4565 0.4123 1.2885 0.15
H 0.8068 1.5350 -0.9320 0.11
H 0.8986 -0.1184 -1.7259 0.13
H 3.0645 0.6029 -1.0882 0.06
H -1.6208 1.7403 0.8506 0.09
H -1.1995 1.9387 -0.8716 0.07
H -2.7171 1.1923 -0.4565 0.09
H -1.9854 -0.7610 1.3740 0.10
```

Output
- Orbital gap: 9.923 eV
- HOMO: -9.03 eV
- Electronic energy: -9908.94646 eV
- SMILES: C[C@@H](CO)N(C)O

=====

[4]
C4H9BO2 | ωB97M-V/def2-TZVPD

```
16
Properties=species:S:1:pos:R:3:lowdin_charge:R:1
C -0.5415 2.0967 1.5772 0.04
C 0.0373 1.2717 0.6306 -0.01
B -0.5795 -0.2052 0.3187 -0.36
O -1.7978 -0.2239 0.8790 0.18
C 0.1583 -1.2328 -0.7824 -0.38
C 0.9273 -0.5526 -1.8987 -0.04
O 0.9576 -1.8547 0.1708 0.00
H -1.4329 1.8775 2.1047 0.04
H -0.0491 2.9659 1.9156 0.04
H 1.0590 1.3717 0.4075 0.05
H -2.0289 0.2512 1.5845 0.01
H -0.4846 -2.0484 -1.3785 0.16
H 0.4467 -0.4589 -2.8052 0.06
H 1.7601 -1.2677 -1.9589 0.10
H 1.2832 0.3255 -1.3519 0.06
H 0.2848 -2.3159 0.5871 0.06
```

Output
- Orbital gap: 9.976 eV
- HOMO: -9.39 eV
- Electronic energy: -9063.59245 eV
- SMILES: C=CB(O)[C@@H](C)O

=====

[5]
C62H74ClF3InN7O15P | ωB97M-V/def2-TZVPD

```
164
Properties=species:S:1:pos:R:3:lowdin_charge:R:1
C 6.8471 0.6528 3.5764 -0.12
C 5.9618 -0.5115 3.1615 -0.26
C 5.4247 -0.4336 1.7332 -0.21
C 4.8141 0.9168 1.3338 -0.18
C 3.3723 0.8236 0.7746 -0.18
C 2.3299 1.6164 1.5720 -0.21
C 1.4028 2.4237 0.6692 -0.21
C 0.5520 3.4778 1.3775 -0.21
C -0.8420 3.0268 1.7998 -0.22
C -0.8597 2.1155 3.0376 -0.28
C -1.9561 1.0170 3.0076 -0.27
In -1.0051 -1.0239 2.9043 0.61
C -2.4355 -2.6744 3.4655 -0.28
C -1.9123 -4.0536 3.0487 -0.20
C -0.6898 -4.5119 3.8043 -0.57
F -0.6392 -5.8943 3.8802 0.07
F -0.6263 -4.0625 5.0863 0.10
F 0.4734 -4.1394 3.1852 0.09
C 0.7255 -0.9635 4.3426 -0.25
C 0.4395 -0.7652 5.7934 -0.80
O 1.2426 -0.3631 6.6330 -0.03
Cl -1.2494 -1.0555 6.3946 0.60
P -0.2712 -1.2418 0.4737 0.83
C -1.7934 -1.0186 -0.5713 -0.51
C -1.6876 0.1573 -1.5407 -0.18
C 0.4508 -2.9132 0.0974 -0.52
C 1.0620 -2.9135 -1.3110 -0.19
H 7.6498 0.8033 2.8585 0.06
H 7.2745 0.4641 4.5554 0.06
H 6.3053 1.5873 3.6518 0.06
H 6.5488 -1.4182 3.2817 0.10
H 5.1241 -0.6003 3.8520 0.11
H 4.7037 -1.2340 1.6035 0.10
H 6.2621 -0.6455 1.0681 0.09
H 4.7998 1.5811 2.1900 0.08
H 5.4469 1.3829 0.5873 0.10
H 3.0798 -0.2209 0.7670 0.09
H 3.3767 1.1456 -0.2612 0.10
H 2.8322 2.3139 2.2389 0.10
H 1.7503 0.9086 2.1529 0.07
H 2.0411 2.9310 -0.0540 0.10
H 0.7954 1.7240 0.1029 0.08
H 0.4300 4.3072 0.6844 0.08
H 1.0878 3.8650 2.2446 0.11
H -1.3922 3.9294 2.0695 0.09
H -1.3929 2.5972 0.9716 0.09
H -1.0297 2.7325 3.9143 0.10
H 0.1219 1.6621 3.1108 0.05
H -2.6329 1.0932 3.8516 0.01
H -2.5081 1.1258 2.0753 0.00
H -2.6643 -2.6878 4.5248 0.00
H -3.3785 -2.5352 2.9412 0.02
H -2.6644 -4.8227 3.2219 0.11
H -1.6547 -4.0651 1.9964 0.09
H 1.3589 -1.8379 4.2427 0.04
H 1.3586 -0.1172 4.0967 0.03
H -2.6083 -0.7965 0.1132 0.04
H -2.0697 -1.9018 -1.1382 0.05
H -0.9399 -0.0603 -2.2967 0.06
H -2.6469 0.3849 -1.9888 0.04
H -1.3662 1.0486 -1.0092 0.04
H -0.2692 -3.7238 0.1810 0.05
H 1.2455 -3.0745 0.8182 0.05
H 0.2646 -2.8009 -2.0400 0.05
H 1.6765 -2.0247 -1.4052 0.04
H 1.6418 -3.8109 -1.5017 0.05
C 10.8982 -3.2086 -0.6354 -0.07
C 9.9321 -3.0285 -1.6159 -0.06
C 9.1811 -1.8642 -1.6417 0.01
C 9.4155 -0.8980 -0.6819 -0.15
C 10.3693 -1.0607 0.3041 -0.01
C 11.1140 -2.2282 0.3241 -0.07
N 8.6263 0.3433 -0.7099 -0.36
O 7.7761 0.4493 -1.5653 0.08
O 8.8698 1.1827 0.1311 0.07
H 11.4846 -4.1173 -0.6212 0.08
H 9.7675 -3.7939 -2.3603 0.09
H 8.4249 -1.7159 -2.3975 0.12
H 10.5287 -0.2937 1.0467 0.12
H 11.8642 -2.3722 1.0894 0.10
C -8.0713 -0.2572 -5.4346 -0.08
C -7.0546 -0.7737 -6.2298 -0.08
C -5.8531 -1.1602 -5.6589 -0.01
C -5.6937 -1.0243 -4.2930 -0.14
C -6.6891 -0.5071 -3.4858 0.00
C -7.8872 -0.1209 -4.0649 -0.05
N -4.4296 -1.4540 -3.6712 -0.34
O -3.5598 -1.8865 -4.3988 0.08
O -4.3439 -1.3503 -2.4698 0.08
H -9.0115 0.0356 -5.8848 0.10
H -7.2017 -0.8791 -7.2962 0.10
H -5.0579 -1.5629 -6.2682 0.12
H -6.5413 -0.4051 -2.4218 0.10
H -8.6748 0.2806 -3.4428 0.10
C -9.4026 -5.8074 -7.2243 -0.07
C -10.5840 -5.8087 -7.9549 -0.07
C -11.4287 -4.7120 -7.9130 -0.01
C -11.0708 -3.6263 -7.1360 -0.15
C -9.9042 -3.6092 -6.3969 0.00
C -9.0649 -4.7101 -6.4442 -0.06
N -11.9524 -2.4488 -7.1050 -0.36
O -12.9801 -2.4985 -7.7466 0.08
O -11.5960 -1.4960 -6.4465 0.08
H -8.7432 -6.6641 -7.2634 0.11
H -10.8465 -6.6646 -8.5608 0.11
H -12.3478 -4.7047 -8.4789 0.12
H -9.6398 -2.7557 -5.7900 0.11
H -8.1470 -4.7089 -5.8732 0.11
C 11.8218 -9.2775 0.7633 -0.07
C 10.7277 -9.6756 0.0072 -0.06
C 10.2871 -8.8898 -1.0447 0.00
C 10.9564 -7.7133 -1.3219 -0.14
C 12.0452 -7.2977 -0.5791 -0.01
C 12.4776 -8.0891 0.4718 -0.06
N 10.4983 -6.8825 -2.4457 -0.34
O 9.5356 -7.2632 -3.0711 0.09
O 11.1111 -5.8597 -2.6783 0.06
H 12.1645 -9.8954 1.5823 0.11
H 10.2163 -10.5996 0.2366 0.11
H 9.4354 -9.1906 -1.6355 0.12
H 12.5524 -6.3746 -0.8144 0.11
H 13.3279 -7.7789 1.0626 0.11
C -2.0608 9.6382 -1.1519 -0.08
C -1.1793 8.7353 -1.7296 -0.07
C -1.3028 7.3805 -1.4670 -0.01
C -2.3168 6.9538 -0.6314 -0.15
C -3.2103 7.8352 -0.0529 0.00
C -3.0740 9.1889 -0.3145 -0.08
N -2.4312 5.5158 -0.3368 -0.34
O -1.5930 4.7893 -0.8205 0.08
O -3.3318 5.1633 0.3918 0.09
H -1.9548 10.6968 -1.3487 0.11
H -0.3884 9.0864 -2.3776 0.11
H -0.6141 6.6708 -1.9004 0.12
H -3.9893 7.4767 0.6029 0.12
H -3.7507 9.8974 0.1420 0.11
C -6.2126 -0.9519 3.3663 -0.06
C -7.4248 -1.5657 3.0749 -0.07
C -8.0947 -1.2610 1.9024 -0.01
C -7.5323 -0.3420 1.0347 -0.15
C -6.3299 0.2842 1.3094 0.01
C -5.6701 -0.0250 2.4876 -0.04
N -8.2300 -0.0339 -0.2202 -0.34
O -9.2928 -0.5796 -0.4299 0.07
O -7.7084 0.7546 -0.9838 0.05
H -5.6842 -1.2000 4.2771 0.11
H -7.8458 -2.2881 3.7602 0.11
H -9.0354 -1.7357 1.6687 0.11
H -5.9065 0.9983 0.6190 0.12
H -4.7230 0.4489 2.7132 0.09
C 1.5598 7.7998 3.0941 -0.06
C 0.5657 7.9689 2.1403 -0.05
C -0.2600 9.0806 2.1895 0.01
C -0.0718 10.0092 3.1941 -0.15
C 0.9101 9.8578 4.1556 -0.01
C 1.7287 8.7418 4.1013 -0.06
N -0.9360 11.1978 3.2334 -0.36
O -1.8002 11.2961 2.3868 0.07
O -0.7345 12.0156 4.1056 0.08
H 2.2023 6.9305 3.0536 0.11
H 0.4315 7.2332 1.3589 0.10
H -1.0343 9.2088 1.4488 0.09
H 1.0367 10.5941 4.9346 0.12
H 2.5005 8.6064 4.8459 0.11
```

Output
- Orbital gap: 4.106 eV
- HOMO: -3.86 eV
- Total charge: -1
- Electronic energy: -141757.68453 eV

=====

[6]
C3H4FNS | ωB97M-V/def2-TZVPD

```
10
Properties=species:S:1:pos:R:3:lowdin_charge:R:1
C 0.5941 -1.5113 -0.2631 0.06
C 1.3812 -0.5007 -0.4651 -0.60
C -0.5816 1.1221 0.5893 -0.50
N -1.2842 -0.1273 0.7138 0.00
F -2.1064 -0.2762 -0.4022 -0.13
S 1.1368 1.1706 -0.0497 0.86
H 0.1822 -2.5839 -0.2525 0.10
H 2.2431 -0.7062 -1.1630 0.09
H -1.0777 1.8486 -0.1966 0.12
H -0.4876 1.5643 1.4891 0.01
```

Output
- Orbital gap (alpha / beta): 7.714 / 8.737 eV
- HOMO (alpha / beta): -8.44 / -8.78 eV
- Electronic energy: -18211.83658 eV

=====

Question: The lowest electronic energy belongs to which entry?
Answer: C30H56BCl4N4O34

=====

Question: What is the formula in the sixth record?
Answer: C3H4FNS